Record 1
Entry from OMol25: C26H19INO2S4Ti as an isolated structure at a distorted geometry (the ωB97M-V functional and the def2-TZVPD basis).

Each line ends with the natural charge from an NBO analysis.
Cartesian coordinates (Å):
I1 6.7348 2.9266 2.8004  0.203
H1 -1.1628 3.7559 -1.1254  0.257
C1 3.7914 2.1755 2.8762  -0.244
C2 -1.8750 -5.8148 0.3838  -0.166
S1 -3.0587 -1.4721 -0.2651  0.407
O1 1.1888 -0.0022 -0.4943  -0.672
H2 -0.0434 -5.0449 1.1935  0.234
C3 2.5345 0.3375 -4.1732  -0.196
C4 -2.8235 0.5995 1.4839  0.248
N1 -2.0555 1.0232 0.4721  -0.542
H3 -1.6106 -6.8440 0.5643  0.232
C5 0.4720 -0.2314 -3.0739  -0.173
H4 -3.2471 3.5181 3.1267  0.243
C6 4.9602 2.0049 2.1427  -0.103
C7 -1.7508 2.3211 0.3506  0.258
H5 -4.3739 -3.9179 -0.8848  0.233
C8 -2.9293 2.8174 2.3707  -0.099
H6 1.6878 1.7338 2.9588  0.238
Ti1 -0.6928 -0.3488 -0.2870  1.074
H7 0.8920 3.1351 -3.2246  0.222
C9 -3.4341 -4.1795 -0.4224  -0.216
C10 -2.1785 3.2522 1.2883  -0.226
H8 1.8064 -1.6671 -3.8993  0.228
C11 -0.9415 2.7222 -0.8486  -0.572
C12 1.6294 -0.6146 -3.7444  -0.151
C13 -1.3157 -3.4745 0.5191  -0.200
H9 -2.4370 -1.4237 2.0909  0.283
C14 2.6088 0.9202 1.2057  -0.152
H10 -4.1677 -1.0414 1.8596  0.257
H11 5.8946 1.1004 0.4390  0.239
C15 2.2982 1.6839 -3.9394  -0.203
C16 3.7935 0.7149 0.4955  -0.136
C17 -3.1598 -0.8612 1.4839  -0.564
H12 0.1340 2.6139 -0.6590  0.261
H13 3.7711 0.1454 -0.4231  0.241
C18 -3.2788 1.4791 2.4596  -0.223
H14 3.8002 2.7418 3.7940  0.237
C19 2.6172 1.6212 2.4152  -0.152
H15 -3.7727 -6.2874 -0.4919  0.232
H16 3.4340 0.0298 -4.6845  0.229
C20 0.1993 1.1341 -2.9256  -0.220
H17 -3.8895 1.1207 3.2706  0.244
H18 3.0236 2.4275 -4.2318  0.228
S2 -0.5849 -1.4385 -2.3593  -0.043
H19 -1.9217 4.2943 1.1790  0.242
O2 0.2636 0.5884 1.3552  -0.681
C21 -2.5634 -3.1719 -0.0338  -0.136
C22 1.1118 2.0857 -3.3509  -0.201
C23 1.3234 0.4670 0.6843  0.793
C24 -3.0898 -5.5028 -0.2090  -0.204
S3 -0.2040 -2.2149 1.0416  -0.004
S4 -1.3868 1.6209 -2.2642  0.371
C25 4.9706 1.2534 0.9734  -0.257
C26 -0.9918 -4.8121 0.7369  -0.199

Output
Total charge: +1


Record 2
Entry from OMol25: a 7-piece molecular cluster, C24H67N9O8 overall at a distorted geometry (the ωB97M-V functional and the def2-TZVPD basis).

Each line ends with the Mulliken charge.
Cartesian coordinates (Å):
O1 -4.4184 -3.2868 2.7446  -0.256
H1 -1.1961 -8.4655 -7.0914  0.266
C1 -9.1041 4.4285 0.3093  0.678
H2 5.7713 11.7970 1.6761  0.276
H3 -8.6177 3.6010 0.8256  0.140
H4 -7.3553 1.6063 -2.3307  0.301
H5 -3.0257 -6.6217 -6.4868  0.301
H6 7.7789 -3.1507 6.7570  0.358
H7 4.6200 7.1398 -0.1921  0.296
H8 -11.3184 4.7130 -0.0921  0.318
H9 -2.0811 -4.7046 3.1649  0.303
C2 6.0686 11.6560 -0.8315  -1.371
H10 5.7229 2.2875 5.0761  0.284
C3 0.3820 -5.2084 3.7236  -0.554
H11 6.0649 1.1459 3.7461  0.328
C4 -5.6934 -3.3343 2.2473  -0.803
H12 -9.0403 5.3454 -1.7523  0.363
H13 2.5856 -0.7998 -1.7357  0.219
C5 -2.8988 -3.5864 4.6447  -0.596
C6 -0.8757 -6.7658 -6.1389  0.387
H14 0.4273 -6.2878 3.8678  0.370
C7 -4.0178 -6.3627 -4.0573  -0.770
H15 -2.4772 -2.6652 4.2424  0.375
H16 3.9424 11.8313 -0.5397  0.275
H17 6.3020 12.7179 -0.9086  0.390
H18 -4.7709 -6.7837 -4.7235  0.314
H19 2.9888 7.7957 -0.5037  0.314
H20 5.5684 -0.6394 5.0420  0.355
N1 -8.8974 5.6643 1.0865  -0.775
H21 1.3923 -4.9447 4.0365  0.424
H22 -4.2064 -5.3069 -3.8626  0.298
C8 0.5943 -0.6731 -1.5488  0.666
C9 0.9584 -5.8037 1.4900  -0.812
C10 -0.3225 -6.3033 -7.4463  -1.430
C11 -4.4008 -3.7148 4.1307  -0.656
H23 -0.4484 -3.4798 4.6718  0.336
H24 -2.1918 -5.1715 -5.8510  0.321
H25 -4.9773 -2.9910 4.7068  0.403
H26 6.8802 11.1853 -0.2766  0.329
H27 -6.8103 2.5029 -1.0830  0.310
C12 6.0496 -0.1943 5.9129  -0.845
H28 4.2426 -1.2433 -9.3603  0.182
O2 -8.5167 3.3456 -1.9809  -0.343
H29 -1.4796 -8.4898 -5.4431  0.298
H30 5.0290 13.0303 0.9565  0.264
O3 0.2472 0.2035 -2.3315  -0.629
H31 6.1441 11.2173 -1.8264  0.304
N2 4.9286 12.0505 1.1804  -0.746
N3 4.7852 -1.0900 -8.5224  -0.395
O4 4.4195 9.1317 -1.0024  -0.315
C13 -0.6851 -4.5426 4.6228  -0.694
C14 -2.2851 -6.2550 -5.7761  -0.640
H32 -0.7231 -4.8983 5.6525  0.305
C15 7.5402 -2.3147 6.0996  -1.248
O5 7.0405 0.7218 5.4718  -0.326
O6 -2.6835 -6.7437 -4.5071  -0.326
H33 -5.5636 -2.8080 1.3016  0.246
N4 5.4074 -2.0844 7.2992  -0.728
C16 -8.5485 4.5632 -1.1740  -0.723
H34 -4.8985 -4.6812 4.2110  0.377
H35 0.5950 -5.7099 0.4667  0.244
H36 3.8518 7.2701 -1.8029  0.290
H37 7.2788 -2.6936 5.1115  0.300
H38 -0.3894 -5.2171 -7.3854  0.353
H39 5.4505 9.4709 0.7235  0.267
H40 -0.9123 -6.5976 -8.3144  0.419
O7 4.9791 -0.7111 -6.3464  -0.623
H41 8.4175 -1.6856 5.9491  0.317
C17 6.5280 -1.3347 6.7380  0.706
N5 -2.0803 -4.6967 4.1749  -0.409
N6 3.1592 -0.1621 -7.5303  -0.360
C18 -10.6141 4.0482 0.4080  -1.376
C19 6.4976 1.7088 4.5731  -0.719
H42 -4.2763 -6.8246 -3.1045  0.279
N7 -0.8482 -8.2071 -6.1790  -0.674
H43 6.9439 -0.8938 7.6439  0.197
H44 -0.1750 -6.4300 -5.3744  0.258
H45 2.6907 0.4240 -6.8543  0.207
C20 4.5871 9.8667 0.1888  -0.687
H46 5.6580 -1.5976 -8.4956  0.225
H47 3.7189 9.7211 0.8315  0.378
H48 2.0027 -5.4932 1.5236  0.314
H49 0.1272 -2.4009 -0.5079  0.132
H50 2.6508 -0.2674 -8.3967  0.147
H51 5.5414 -2.7792 8.0200  0.228
H52 -7.5389 4.9729 -1.1430  0.350
C21 4.7952 11.3462 -0.0648  0.513
H53 -10.9265 4.0744 1.4520  0.366
H54 1.8986 -1.6376 -0.2941  0.172
N8 1.8369 -1.0290 -1.0978  -0.399
H55 -7.8985 5.8059 1.1321  0.261
H56 7.3509 2.2454 4.1584  0.240
H57 -5.9182 -4.3635 1.9674  0.321
H58 0.7471 -6.5113 -7.4191  0.346
H59 -10.7712 3.0285 0.0564  0.331
H60 -1.1805 -1.3383 -1.0418  0.188
C22 -7.2622 2.6587 -2.0626  -0.761
H61 -6.5021 -2.8404 2.7860  0.303
C23 4.0221 7.7708 -0.8498  -0.777
O8 0.0681 -5.0494 2.3483  -0.268
H62 -9.0809 5.5228 2.0696  0.266
H63 -6.5201 3.1342 -2.7040  0.295
H64 -2.8984 -3.5689 5.7345  0.382
C24 4.3539 -0.7021 -7.3627  0.616
H65 4.7909 -1.3708 7.6607  0.206
H66 5.1151 0.1983 6.3140  0.348
N9 -0.2021 -1.5859 -1.0053  -0.349
H67 0.9847 -6.8532 1.7832  0.344

Output
Relative energy (zero: lowest compared OMol25 entry of this formula, charge and spin): 242.7 kJ/mol


Record 3
Entry from OMol25: C8H17AlBr2NO2 as an isolated structure at a distorted geometry (the ωB97M-V functional and the def2-TZVPD basis).

Each line ends with the natural charge from an NBO analysis.
Cartesian coordinates (Å):
H1 4.3485 -1.4051 0.8401  0.209
C1 0.4931 1.6806 1.1117  0.051
H2 0.0822 -0.0115 -0.2524  0.180
H3 -3.1298 -1.6344 -1.7406  0.180
N1 -1.8097 -2.9905 0.3258  -0.880
C2 -2.9052 0.5792 -1.2244  -1.018
H4 -4.0270 0.6880 -0.9031  0.194
H5 -3.5111 -1.6807 0.8418  0.177
O1 -0.9675 1.5319 1.4226  -0.927
H6 -1.7282 -0.9515 1.1625  0.210
H7 -2.8595 0.8679 -2.3818  0.216
C3 -2.3943 -0.9742 -1.1065  -0.410
C4 2.1517 0.4928 -0.8734  -0.231
O2 -0.1281 1.8786 -1.2946  -0.925
H8 4.3649 0.6095 -0.3397  0.219
H9 -0.8949 -3.0077 0.8463  0.352
H10 3.2904 -0.6096 2.2428  0.214
H11 -1.3057 -1.1662 -1.5259  0.199
H12 2.4115 -1.5500 0.7534  0.216
C5 -2.4136 -1.5778 0.4252  -0.239
H13 -2.4506 -3.7027 0.7394  0.350
Al1 -1.7361 1.9550 -0.2462  1.696
C6 3.3349 0.5542 0.2594  -0.448
H14 -2.6190 3.2656 -0.3246  -0.454
C7 3.3173 -0.8652 1.0806  -0.643
H15 3.2921 1.4769 0.9779  0.240
H16 2.0126 -0.6450 -1.1997  0.219
H17 1.0859 1.1448 1.9949  0.192
Br1 1.2485 3.5681 1.2819  -0.109
C8 0.6801 1.0143 -0.3745  0.004
Br2 2.7666 1.4645 -2.5188  -0.034

Output
Relative energy (zero: lowest compared OMol25 entry of this formula, charge and spin): 382.4 kJ/mol
Total charge: -1


Record 4
Entry from OMol25: C13H5BCl2F3N2O3 as an isolated structure at a distorted geometry (the ωB97M-V functional and the def2-TZVPD basis).

Each line ends with the natural charge from an NBO analysis.
Cartesian coordinates (Å):
O1 1.2943 -2.0275 2.9092  -0.451
C1 -0.9891 2.0217 2.8391  0.274
C2 -0.9361 -0.5079 -3.6823  0.225
C3 -2.0108 -1.2112 -1.8417  -0.371
C4 -0.8230 -0.6020 -1.4477  0.076
H1 -0.3860 0.9195 -5.1401  0.205
H2 -2.7535 -1.6591 -1.1950  0.212
N1 -1.8604 -1.2426 3.5148  -0.290
F1 -0.1997 1.0887 0.0175  -0.530
H3 0.4764 -0.6328 -5.2493  0.205
C5 -0.4833 -0.1633 -5.0118  -0.639
H4 -2.8759 -1.5356 -3.8964  0.198
F2 -1.1575 -1.0923 0.6462  -0.499
C6 1.3671 -0.8690 2.5540  0.535
C7 0.1966 1.2781 2.6415  -0.089
C8 0.1050 -0.0764 2.2348  -0.115
Cl1 4.1602 2.1011 2.5828  0.087
O2 1.4412 3.2503 2.9045  -0.461
Cl2 4.0545 -1.0691 2.4114  0.102
C9 -0.9870 -0.7414 2.9287  0.291
C10 2.6538 -0.1186 2.4810  -0.094
F3 1.1387 -0.8647 -0.0079  -0.515
O3 -0.1821 -0.1837 -2.5864  -0.437
N2 -1.9745 2.6355 3.0021  -0.233
H5 -1.2239 -0.5228 -5.7308  0.212
C11 1.4468 2.0387 2.7154  0.497
C12 -2.0806 -1.1525 -3.2630  -0.334
C13 2.7008 1.2385 2.5668  -0.133
B1 -0.1121 -0.2995 0.1025  1.073

Output
Relative energy (zero: lowest compared OMol25 entry of this formula, charge and spin): 245.8 kJ/mol
Total charge: -1


Record 5
Entry from OMol25: a 2-piece molecular cluster, C7H15N overall (the ωB97M-V functional and the def2-TZVPD basis).

Each line ends with the natural charge from an NBO analysis.
Cartesian coordinates (Å):
C1 0.4679 3.0251 -0.3293  -0.604
H1 -1.1212 0.9382 -0.7200  0.188
H2 -0.2422 -0.1214 -2.9351  0.201
H3 0.4103 2.1354 -2.3131  0.191
H4 0.5194 2.6305 0.6890  0.200
C2 1.0338 -1.5884 1.6683  -0.465
C3 -1.8662 -2.3226 1.2930  -0.037
H5 1.2117 -2.0646 0.7122  0.204
H6 1.2115 3.8198 -0.4048  0.209
H7 0.2951 0.2375 0.0323  0.203
H8 0.0129 -1.7185 3.5212  0.204
H9 -2.6789 -2.9591 0.9408  0.172
C4 -0.0705 -0.4987 -1.9247  -0.605
H10 -1.8661 -1.2777 0.9789  0.155
H11 1.7321 -0.8080 1.9380  0.207
H12 1.7868 1.6276 -1.3485  0.196
H13 0.8685 -1.0533 -1.9137  0.202
H14 -0.5169 3.4623 -0.4734  0.204
C5 0.0474 -1.9598 2.4667  -0.038
C6 0.7252 1.8781 -1.2949  -0.394
N1 -0.9910 -2.8282 2.0410  -0.403
H15 -0.8820 -1.1954 -1.7119  0.206
C7 -0.0876 0.6413 -0.9118  -0.399

Output
Relative energy (zero: lowest compared OMol25 entry of this formula, charge and spin): 167.4 kJ/mol


Record 6
Entry from OMol25: C7H9N2O as an isolated structure at a distorted geometry (the ωB97M-V functional and the def2-TZVPD basis).

Each line ends with the natural charge from an NBO analysis.
Cartesian coordinates (Å):
H1 2.4302 -0.6636 0.4776  0.228
C1 0.6291 -0.1717 1.2237  0.174
C2 2.0613 -0.2943 1.3599  -0.653
N1 0.0303 -0.0140 0.0300  -0.318
C3 -1.9090 0.4775 -1.6048  0.734
H2 -0.4546 -0.6516 3.1656  0.248
H3 -0.4581 -0.5360 -2.7752  0.310
C4 -0.4624 -0.4797 2.0901  -0.058
H4 -2.4768 -0.5865 1.8369  0.457
H5 1.0231 1.4236 -1.3036  0.245
O1 -3.0619 0.5571 -1.7302  -0.369
H6 2.2792 -0.9984 2.1978  0.260
C5 -0.5946 0.3756 -2.2041  -0.600
N2 -1.6084 -0.2460 1.4253  -0.477
H7 2.4273 0.6881 1.6583  0.252
C6 0.5486 0.4341 -1.2826  -0.206
H8 1.3769 -0.2715 -1.6144  0.241
H9 -0.4747 1.1346 -3.1007  0.303
C7 -1.3053 -0.1772 0.1505  0.230

Output
Relative energy (zero: lowest compared OMol25 entry of this formula, charge and spin): 200.0 kJ/mol
Total charge: +1


Number 1: highest occupied orbital energy -10.711 eV, orbital gap 0.2459 hartree. Number 2: highest occupied orbital energy -8.816 eV, orbital gap 0.3345 hartree. Number 3: highest occupied orbital energy -4.901 eV, orbital gap 0.2882 hartree. Number 4: highest occupied orbital energy -4.180 eV, orbital gap 0.1444 hartree. Number 5: highest occupied orbital energy -9.116 eV, orbital gap 0.3718 hartree. Number 6: highest occupied orbital energy -13.171 eV, orbital gap 0.3437 hartree.